Formula: C4H10O2
Source: the Open Molecules 2025 dataset
Level of theory: ωB97M-V/def2-TZVPD

Values from the calculation:
Relative energy (zero: lowest compared OMol25 entry of this formula, charge and spin) (eV): 2.306
Structure (SMILES): C/C=C(/C)O.O
LUMO level (eV): 0.586
HOMO-LUMO gap (eV): 9.31

Bonds (Å) are listed after each position.
CARTESIAN COORDINATES (ANGSTROEM)
1 C -1.79 -0.16 -0.95  C2 1.491, H6 1.102, H7 1.053, H8 1.092
2 C -0.46 0.05 -0.30  C1 1.491, C3 1.325, H9 1.087
3 C -0.14 0.39 0.94  C2 1.325, C4 1.496, O5 1.564
4 C 1.25 0.67 1.41  C3 1.496, H10 1.108, H11 1.120, H12 1.104
5 O -1.37 0.78 1.82  C3 1.564, H13 0.984
6 H -1.58 0.20 -1.98  C1 1.102
7 H -1.73 -1.18 -1.22  C1 1.053
8 H -2.70 0.04 -0.39  C1 1.092
9 H 0.29 -0.39 -0.95  C2 1.087
10 H 1.95 0.09 0.77  C4 1.108
11 H 1.65 1.71 1.27  C4 1.120
12 H 1.31 0.42 2.48  C4 1.104
13 H -0.87 0.77 2.67  O5 0.984
14 O 1.96 -1.31 -2.48  H15 1.006, H16 0.932
15 H 2.24 -1.01 -1.56  O14 1.006
16 H 1.54 -2.13 -2.33  O14 0.932

Mulliken atomic charge list, values in e, 5 entries:
1. C -1.190
2. C -0.041
3. C 0.806
4. C -1.052
5. O -0.513